[1]
Computed, not measured: a single C2H6N2O2 molecule at a distorted geometry, with ωB97M-V with the def2-TZVPD basis set.

Geometry as XYZ:
```
12
Properties=species:S:1:pos:R:3:mulliken_charge:R:1
C -0.28 1.03 0.28 -0.45
N 0.12 0.95 -1.08 -0.30
C -0.93 -0.68 0.53 0.33
N 1.30 0.44 -1.25 -0.11
O 0.14 -1.57 0.88 -0.48
O -1.99 -0.69 1.18 -0.59
H -0.31 -2.31 1.32 0.29
H -0.99 -0.81 -0.64 0.19
H 1.88 0.22 -0.44 0.25
H 1.66 0.51 -2.20 0.26
H 0.53 1.20 1.01 0.31
H -1.13 1.71 0.40 0.30
```

Output
- Energy relative to the best compared isomer or geometry (same formula, charge and spin): 478.04 kJ/mol
- HOMO (alpha / beta): -8.1 / -8.6 eV
- DFT total energy: -9242.3630 eV

---

[2]
Computed, not measured: 2 unconnected molecules or ions with the total composition C2H6N2O2 at a distorted geometry, with ωB97M-V with the def2-TZVPD basis set.

Geometry as XYZ:
```
12
Properties=species:S:1:pos:R:3:mulliken_charge:R:1
C -0.51 -1.04 -0.65 -0.73
C -0.05 0.22 -0.46 -0.11
N -0.25 1.09 0.66 -0.35
N 2.80 0.29 -0.13 0.32
O 2.65 -0.71 0.75 -0.35
O 3.73 1.03 -0.04 -0.41
H -0.69 -1.75 0.12 0.30
H -0.63 -1.60 -1.52 0.28
H 1.78 -1.16 0.55 0.43
H 0.30 0.83 -1.32 0.23
H -0.52 0.67 1.53 0.19
H -0.25 2.14 0.56 0.21
```

Output
- Energy relative to the best compared isomer or geometry (same formula, charge and spin): 485.15 kJ/mol
- HOMO: -8.6 eV
- DFT total energy: -9242.2893 eV

---

[3]
Computed, not measured: 2 unconnected molecules or ions with the total composition C2H6N2O2S at a distorted geometry, with ωB97M-V with the def2-TZVPD basis set.

Geometry as XYZ:
```
13
Properties=species:S:1:pos:R:3:mulliken_charge:R:1
C -0.08 -1.18 0.77 -1.04
C -1.03 -0.99 -0.39 -0.14
N 1.42 0.63 -0.86 -0.35
N -1.38 0.19 -0.92 -0.53
O 2.49 2.92 -0.24 -0.46
O 0.29 2.19 0.67 -0.46
S 1.43 1.89 -0.12 0.96
H 0.15 -2.24 0.94 0.34
H 0.68 -0.56 0.42 0.35
H -0.45 -0.96 1.67 0.37
H -0.58 -1.29 -1.38 0.27
H -2.01 -1.49 -0.21 0.37
H -0.93 0.89 -0.35 0.33
```

Output
- Energy relative to the best compared isomer or geometry (same formula, charge and spin): 739.60 kJ/mol
- HOMO (alpha / beta): -10.6 / -9.3 eV
- DFT total energy: -20074.4210 eV

---

[4]
Computed, not measured: a molecular structure, C2H6N2O2S3SbZr, with ωB97M-V with the def2-TZVPD basis set.

Geometry as XYZ:
```
17
Properties=species:S:1:pos:R:3:mulliken_charge:R:1
Zr -0.05 2.15 0.44 1.44
C 1.18 -3.01 -0.80 -0.80
O 1.54 -1.60 -0.67 -0.26
C 0.67 -0.69 -0.44 0.85
O 1.05 0.52 -0.33 -0.68
N -0.64 -0.97 -0.30 0.07
N -1.50 0.11 -0.05 -0.72
H 2.12 -3.52 -0.94 0.24
H 0.55 -3.14 -1.68 0.40
H 0.70 -3.34 0.12 0.40
H -1.03 -1.88 -0.48 0.25
H -2.07 -0.11 0.77 0.31
H -2.14 0.22 -0.84 0.31
S -1.39 4.20 0.02 -0.24
Sb -0.19 4.66 2.08 0.93
S -0.25 2.25 2.72 -0.33
S 1.48 4.15 0.38 -0.17
```

Output
- 2S+1: 2
- Energy relative to the best compared isomer or geometry (same formula, charge and spin): 0.00 kJ/mol
- Charge: +2
- HOMO (alpha / beta): -16.5 / -17.2 eV
- DFT total energy: -49556.8872 eV

---

[5]
Computed, not measured: 2 unconnected molecules or ions with the total composition C2H6N2O3 at a distorted geometry, with ωB97M-V with the def2-TZVPD basis set.

Geometry as XYZ:
```
13
Properties=species:S:1:pos:R:3:mulliken_charge:R:1
O 0.57 -1.59 1.17 -0.70
C 0.70 -0.34 1.44 -0.50
N -0.07 0.73 0.89 -0.17
C -0.18 1.58 -0.23 0.38
N 0.00 1.03 -1.45 -0.39
O -0.63 2.80 -0.03 -0.73
H 1.57 0.00 1.92 0.43
H -0.41 1.41 1.59 0.19
H 0.63 0.16 -1.44 0.27
H -0.51 1.60 -2.19 0.25
H -0.62 -2.88 -0.45 0.34
H -0.53 -4.16 -1.30 0.28
O -0.28 -3.19 -1.32 -0.63
```

Output
- 2S+1: 2
- Energy relative to the best compared isomer or geometry (same formula, charge and spin): 145.43 kJ/mol
- Charge: -1
- HOMO (alpha / beta): -0.4 / -4.0 eV
- DFT total energy: -11293.0853 eV

---

[6]
Computed, not measured: 2 unconnected molecules or ions with the total composition C2H6N2O3 at a distorted geometry, with ωB97M-V with the def2-TZVPD basis set.

Geometry as XYZ:
```
13
Properties=species:S:1:pos:R:3:mulliken_charge:R:1
O 1.48 -0.71 1.38 -0.57
C 0.61 0.16 1.54 0.08
N -0.59 0.29 0.77 -0.14
C -0.97 -0.76 -0.20 0.50
N 0.02 -1.58 -0.70 -0.33
O -2.17 -0.68 -0.49 -0.60
H 0.67 0.99 2.30 0.35
H -1.46 0.77 1.09 0.27
H 0.95 -1.68 -0.37 0.23
H -0.02 -2.04 -1.61 0.23
H 1.77 2.84 -1.14 0.31
H 0.83 1.73 -1.61 0.31
O 1.12 2.63 -1.78 -0.64
```

Output
- Energy relative to the best compared isomer or geometry (same formula, charge and spin): 97.28 kJ/mol
- HOMO: -10.6 eV
- DFT total energy: -11294.3189 eV

---

[7]
Computed, not measured: 2 unconnected molecules or ions with the total composition C2H6N2O3 at a distorted geometry, with ωB97M-V with the def2-TZVPD basis set.

Geometry as XYZ:
```
13
Properties=species:S:1:pos:R:3:mulliken_charge:R:1
O -0.19 1.25 1.46 -0.56
C -0.58 0.12 1.54 0.07
N -0.21 -1.04 0.85 -0.16
C -0.14 -1.50 -0.48 0.47
N -0.13 -0.57 -1.47 -0.25
O -0.14 -2.68 -0.68 -0.58
H -1.22 -0.13 2.40 0.34
H -0.24 -1.79 1.53 0.26
H 0.26 0.34 -1.40 0.16
H -0.19 -0.94 -2.39 0.23
H 0.44 1.78 -0.17 0.39
H 1.53 2.78 -0.36 0.31
O 0.81 2.38 -0.85 -0.69
```

Output
- Energy relative to the best compared isomer or geometry (same formula, charge and spin): 76.11 kJ/mol
- HOMO: -10.6 eV
- DFT total energy: -11294.5383 eV

---

[8]
Computed, not measured: 2 unconnected molecules or ions with the total composition C2H6N2O3 at a distorted geometry, with ωB97M-V with the def2-TZVPD basis set.

Geometry as XYZ:
```
13
Properties=species:S:1:pos:R:3:mulliken_charge:R:1
O 1.13 -0.48 2.04 -0.52
C 1.37 -0.80 0.86 0.08
N 0.45 -1.18 -0.15 -0.10
C -1.00 -1.25 -0.01 0.39
N -1.58 -0.09 -0.37 -0.28
O -1.66 -2.12 0.45 -0.52
H 2.46 -1.08 0.64 0.33
H 0.74 -1.79 -0.97 0.26
H -1.09 0.70 -0.70 0.20
H -2.44 0.13 -0.16 0.16
H 1.30 2.88 -0.81 0.30
H -0.27 2.73 -0.38 0.30
O 0.60 2.37 -0.43 -0.61
```

Output
- Energy relative to the best compared isomer or geometry (same formula, charge and spin): 173.44 kJ/mol
- HOMO: -10.0 eV
- DFT total energy: -11293.5295 eV

---

[9]
Computed, not measured: a single C2H6N2OS molecule at a distorted geometry, with ωB97M-V with the def2-TZVPD basis set.

Geometry as XYZ:
```
12
Properties=species:S:1:pos:R:3:mulliken_charge:R:1
C -0.93 -1.03 0.52 -1.24
C -0.15 -0.08 -0.23 0.85
H -1.15 -1.88 -0.14 0.29
H -1.83 -0.63 0.96 0.35
H -0.33 -1.41 1.35 0.39
H 0.51 -1.11 -1.80 0.23
H 1.35 1.15 -1.32 0.40
H 1.11 2.07 2.15 0.15
N 0.13 -0.23 -1.54 -0.20
N 0.35 1.02 0.28 -0.64
O 0.95 0.77 -2.15 -0.39
S -0.02 1.35 1.92 -0.19
```

Output
- Energy relative to the best compared isomer or geometry (same formula, charge and spin): 280.22 kJ/mol
- HOMO: -8.3 eV
- DFT total energy: -18031.9010 eV

---

[10]
Computed, not measured: 2 unconnected molecules or ions with the total composition C2H6N2OS at a distorted geometry, with ωB97M-V with the def2-TZVPD basis set.

Geometry as XYZ:
```
12
Properties=species:S:1:pos:R:3:mulliken_charge:R:1
C -0.93 -1.37 -1.70 -0.46
C -0.05 0.09 -0.18 0.39
H -0.72 -2.27 -0.78 0.14
H -0.68 -1.78 -2.88 0.24
H -2.13 -1.01 -1.64 0.26
H 0.19 -2.19 0.42 0.36
H -0.83 0.07 2.51 0.29
H 1.02 0.37 1.85 0.30
N -0.34 -0.81 0.71 -0.18
N 0.12 -0.49 2.00 -0.68
O -0.22 -0.12 -1.42 -0.22
S 0.77 1.53 0.26 -0.43
```

Output
- Energy relative to the best compared isomer or geometry (same formula, charge and spin): 713.43 kJ/mol
- HOMO: -8.2 eV
- DFT total energy: -18027.4110 eV